This record from the Open Molecules 2025 dataset describes a 2-piece molecular cluster, C18H21N4O8 overall at a distorted geometry. The level of theory is ωB97M-V with the def2-TZVPD basis set.

The energy relative to the best compared isomer or geometry (same formula, charge and spin) comes out at 3.7 kcal per mole. For the frontier orbital gap, the calculation gives 0.1830 Eh. The net charge is -1. The calculation puts the total energy at -41339.977 eV.

Last column: natural (NBO) charge in e.
Cartesian coordinates (Å):
O (-2.030, 1.972, 1.559)  -0.657
O (-0.642, -1.669, 1.943)  -0.536
O (-0.657, 0.187, 3.185)  -0.627
O (-0.527, 2.710, 0.040)  -0.557
O (-2.673, -3.206, -1.811)  -0.162
O (0.598, -3.245, -4.675)  -0.381
O (-3.429, -1.809, -0.150)  -0.353
O (1.086, -1.304, -5.564)  -0.433
N (-0.389, 3.411, -2.805)  -0.363
N (0.499, -2.004, -4.701)  0.509
N (-1.765, -3.180, -2.839)  -0.105
N (-2.655, -1.978, -1.073)  0.408
C (-0.688, 0.853, -2.563)  -0.223
C (-1.768, -1.151, -1.768)  0.024
C (-0.791, -2.287, 3.225)  -0.072
C (0.750, -0.044, 0.034)  -0.419
C (-0.281, -1.291, -3.713)  -0.072
C (-0.069, 0.092, -3.579)  -0.071
C (-0.627, -0.311, 2.072)  0.788
C (-1.052, 1.748, 0.851)  0.752
C (-0.890, 4.048, 0.480)  -0.076
C (-1.210, -1.931, -2.799)  0.109
C (-0.440, 0.394, 0.774)  -0.377
C (-0.727, -3.786, 3.105)  -0.623
C (4.127, -0.380, 1.992)  -0.599
C (2.806, 0.297, 1.609)  -0.406
C (-0.530, 2.266, -2.614)  0.314
C (-1.510, 0.213, -1.579)  -0.102
C (1.983, -0.658, 0.754)  -0.393
C (-0.823, 5.117, -0.572)  -0.621
H (4.771, 0.313, 2.539)  0.198
H (0.118, 5.124, -1.126)  0.223
H (-1.650, 5.044, -1.283)  0.213
H (-0.949, -4.215, 4.084)  0.203
H (0.005, -1.932, 3.888)  0.185
H (-2.180, 0.761, -0.912)  0.270
H (-1.456, -4.177, 2.390)  0.212
H (0.611, 0.604, -4.264)  0.260
H (2.232, 0.579, 2.506)  0.211
H (1.078, 0.765, -0.630)  0.217
H (2.615, -1.029, -0.072)  0.189
H (0.380, -0.854, -0.612)  0.185
H (4.663, -0.715, 1.094)  0.195
H (2.979, 1.218, 1.031)  0.192
H (-1.750, -1.960, 3.642)  0.186
H (0.271, -4.135, 2.824)  0.203
H (-0.926, 6.072, -0.050)  0.198
H (3.928, -1.256, 2.624)  0.198
H (1.676, -1.544, 1.336)  0.203
H (-0.187, 4.285, 1.288)  0.166
H (-1.904, 3.976, 0.884)  0.213